No. 1
67
Properties=species:S:1:pos:R:3:nbo_charge:R:1 method="wB97M-V/def2-TZVPD" s2=6.09 homo_lumo_gap_ev="7.229 / 5.848" charge=0 homo_ev="-7.7880 / -8.3626" spin_multiplicity=5
Pd 0.84765 0.46107 0.47853 1.30
O -1.08554 -2.99456 2.87284 -0.65
C -0.55306 -3.96415 2.11959 0.37
C -1.08159 -5.25075 2.27426 -0.28
C -0.59336 -6.29341 1.52252 -0.15
C 0.43463 -6.09448 0.59514 -0.27
C 0.96467 -4.83595 0.44663 -0.14
C 0.48906 -3.75006 1.20087 -0.20
C 1.04281 -2.41504 1.00572 0.61
O 0.57891 -1.42522 1.62601 -0.67
N 2.11801 -2.29584 0.15196 -0.33
N 2.43698 -1.02734 0.03347 -0.29
C 3.63882 -0.75836 -0.47168 0.10
C 4.27355 0.46356 -0.28282 -0.19
C 5.58183 0.62598 -0.85765 -0.15
C 6.35483 1.70119 -0.59407 -0.25
C 5.87210 2.70641 0.30298 -0.17
C 4.65275 2.61541 0.87519 -0.23
C 3.76541 1.50712 0.59890 0.45
O 2.63964 1.50172 1.16168 -0.63
H -0.66870 -2.14573 2.62115 0.52
H -1.87677 -5.38816 2.99335 0.23
H -1.01557 -7.28184 1.65321 0.21
H 0.81023 -6.91934 0.00688 0.22
H 1.76811 -4.65424 -0.25273 0.23
H 4.16913 -1.57852 -0.95163 0.20
H 5.93327 -0.15974 -1.51532 0.22
H 7.33487 1.80232 -1.03806 0.22
H 6.50521 3.55733 0.52445 0.22
H 4.27087 3.36755 1.55152 0.23
N -1.26433 -0.42792 -0.18668 -0.51
C -2.34394 -0.20934 -0.54291 0.55
N -3.58215 -0.00836 -0.89798 -0.47
C -4.28190 -0.89240 -1.83106 -0.20
C -5.56749 -1.39126 -1.18603 -0.41
C -6.40910 -0.22270 -0.67946 -0.40
C -5.61120 0.63370 0.30061 -0.41
C -4.32792 1.13229 -0.34415 -0.20
H -3.61102 -1.70731 -2.09781 0.22
H -4.50400 -0.32313 -2.74091 0.19
H -5.30825 -2.04495 -0.34873 0.21
H -6.12080 -1.99151 -1.91038 0.22
H -7.31648 -0.59415 -0.20201 0.22
H -6.72791 0.39199 -1.52872 0.20
H -5.34968 0.04485 1.18349 0.22
H -6.19427 1.48932 0.64386 0.22
H -3.68259 1.64006 0.37173 0.24
H -4.54804 1.82479 -1.16469 0.19
Cl 3.55552 1.61758 -3.48439 0.01
C 2.74887 2.68323 -2.37593 -0.01
C 3.34423 3.88255 -2.07078 -0.25
C 2.69372 4.78442 -1.22946 -0.13
C 1.43220 4.49196 -0.72651 -0.22
C 0.82354 3.29679 -1.04686 -0.17
C 1.47060 2.32993 -1.85701 -0.16
C 0.88236 1.07666 -2.09204 -0.40
H 4.31258 4.11647 -2.49070 0.23
H 3.17674 5.72012 -0.98214 0.21
H 0.92495 5.19274 -0.07818 0.23
H -0.14963 3.06327 -0.63464 0.24
H 1.42940 0.32160 -2.63751 0.22
H -0.19144 0.96018 -2.04735 0.22
N -2.58259 1.70703 5.36756 -0.44
C -2.45863 1.56789 4.22714 0.43
N -2.43533 1.40280 2.91109 -0.69
C -1.36091 1.57266 2.24856 0.60
N -0.47387 1.79123 1.50808 -0.71


No. 2
68
Properties=species:S:1:pos:R:3:nbo_charge:R:1 method="wB97M-V/def2-TZVPD" de_lowest_kcal_mol=3.2 s2=8.77 homo_lumo_gap_ev="6.389 / 6.657" charge=+1 homo_ev="-10.0552 / -10.0806" spin_multiplicity=6
Sm -1.25427 0.20958 -0.03507 1.95
O 3.47430 -5.18672 0.58024 -0.64
C 3.18176 -4.21492 -0.09465 0.74
O 3.78388 -3.63337 -1.04174 -0.77
C 1.83025 -3.54058 0.14344 0.03
C 1.62674 -2.86479 1.34885 -0.23
C 0.57263 -1.98797 1.44662 0.24
N -0.28771 -1.82395 0.42096 -0.62
C -0.16131 -2.52955 -0.70795 0.27
C 0.88898 -3.41428 -0.87123 -0.24
C -1.15846 -2.22056 -1.82865 0.01
C -1.71253 -3.48554 -2.44087 -0.25
C -2.83966 -3.37781 -3.15597 -0.17
C -3.58491 -2.14133 -3.16174 -0.37
C -3.30066 -1.24064 -2.19066 0.04
N -2.22478 -1.32271 -1.34803 -0.80
C 0.30829 -1.10784 2.61609 0.18
C 0.97703 -1.25976 3.82303 -0.20
C 0.66490 -0.42242 4.87871 -0.12
C -0.31504 0.54433 4.70939 -0.24
C -0.92882 0.63826 3.47637 0.07
N -0.63005 -0.15502 2.44428 -0.54
H 2.34411 -2.99768 2.14641 0.25
H 1.03593 -3.93900 -1.80579 0.25
H -1.19732 -4.42327 -2.29547 0.23
H -3.25325 -4.24451 -3.65447 0.23
H -4.46564 -2.02548 -3.77353 0.23
H -3.99815 -0.43177 -1.97841 0.19
H 1.73003 -2.02453 3.93606 0.25
H 1.17769 -0.52739 5.82465 0.24
H -0.59835 1.21012 5.51106 0.24
H -1.69547 1.38667 3.30472 0.19
N -4.55989 5.82474 -1.07890 -0.74
C -3.91297 4.68398 -0.79211 0.26
C -3.83212 4.19348 0.52567 -0.30
C -3.16448 3.02297 0.76372 0.07
N -2.56159 2.28721 -0.19043 -0.64
C -2.64045 2.76446 -1.45053 0.07
C -3.28328 3.92300 -1.79420 -0.29
H -5.03725 6.34535 -0.36462 0.41
H -4.64039 6.14994 -2.02615 0.41
H -4.29838 4.72563 1.34285 0.24
H -3.11238 2.63721 1.77603 0.20
H -2.16685 2.16921 -2.22704 0.22
H -3.30914 4.23896 -2.82753 0.24
Cl -0.03338 0.23324 -2.50115 -0.04
C -0.39445 -1.50672 -2.97455 -0.32
H 0.57488 -1.94837 -3.19169 0.25
H -1.01629 -1.43941 -3.86192 0.25
O 2.92682 -1.22442 -1.81720 -0.79
C 4.07128 -0.46846 -1.54245 0.09
N 4.57826 -0.65929 -0.19819 -0.61
C 4.10778 -0.08859 0.92906 0.66
O 4.46737 -0.39471 2.05032 -0.59
C 3.06423 1.00099 0.82946 -0.15
C 3.22669 2.17828 1.54940 -0.08
C 2.16825 3.06938 1.63746 -0.25
C 0.95588 2.71929 1.07138 0.06
N 0.77920 1.57489 0.40395 -0.57
C 1.83472 0.76200 0.24442 0.04
H 3.17626 -2.16966 -1.61587 0.52
H 3.82544 0.58620 -1.68111 0.17
H 4.88545 -0.72344 -2.22432 0.19
H 5.11544 -1.50512 -0.03934 0.43
H 4.16900 2.37478 2.04320 0.25
H 2.26474 4.00360 2.17126 0.24
H 0.08799 3.36285 1.16694 0.20
H 1.69345 -0.14905 -0.33249 0.26


No. 3
66
Properties=species:S:1:pos:R:3:nbo_charge:R:1 method="wB97M-V/def2-TZVPD" de_lowest_kcal_mol=0.0 homo_lumo_gap_ev=7.694 charge=0 homo_ev=-7.8881 spin_multiplicity=1
Pd -0.64993 -0.58647 0.96438 0.62
N -2.14297 1.83808 -0.25524 -0.90
P -1.31773 1.65881 1.23706 1.18
C -2.47311 2.19998 2.51959 -0.42
C -3.21868 3.37460 2.40345 -0.18
C -4.09969 3.74352 3.40213 -0.21
C -4.23434 2.94735 4.53698 -0.18
C -3.49054 1.78705 4.66468 -0.23
C -2.61304 1.40929 3.65366 -0.12
C -0.12070 3.00671 1.11808 -0.31
C 0.48609 3.29751 -0.10161 -0.22
C 1.43831 4.30184 -0.18162 -0.19
C 1.80054 5.00833 0.95609 -0.19
C 1.21735 4.70440 2.17835 -0.21
C 0.26076 3.70525 2.26214 -0.20
C -2.44991 0.77911 -1.09237 0.42
C -3.16284 0.95391 -2.27925 -0.30
C -3.48313 -0.16950 -3.00930 -0.12
C -3.10125 -1.42911 -2.55703 -0.30
C -2.36941 -1.50747 -1.39384 0.10
N -2.04740 -0.42004 -0.67818 -0.52
H -2.33531 2.76357 -0.60776 0.41
H -3.10608 4.01162 1.53285 0.21
H -4.67929 4.65202 3.30446 0.22
H -4.92255 3.23687 5.32055 0.22
H -3.59120 1.16591 5.54473 0.22
H -2.03766 0.49750 3.74613 0.23
H 0.23807 2.72013 -0.98361 0.23
H 1.90535 4.51941 -1.13289 0.22
H 2.54438 5.79173 0.89182 0.22
H 1.50670 5.24477 3.06989 0.22
H -0.19158 3.47616 3.21912 0.22
H -3.46278 1.94187 -2.60003 0.22
H -4.03995 -0.06836 -3.93202 0.22
H -3.34141 -2.32739 -3.10596 0.23
H -1.98840 -2.44259 -1.00820 0.24
F 0.34382 -0.40089 3.65607 -0.36
C 0.20332 -1.27456 2.60225 0.45
F 1.40288 -1.87541 2.41699 -0.33
C -0.75214 -2.37738 3.14800 0.90
F -1.95025 -1.85497 3.47825 -0.33
F -0.23730 -2.91909 4.26613 -0.32
F -0.94820 -3.36292 2.26928 -0.31
C 4.80636 -4.14135 -4.41631 -0.62
C 3.88224 -3.47270 -3.43577 -0.01
C 2.60309 -3.08567 -3.80789 -0.23
C 1.73951 -2.45337 -2.91851 0.01
C 0.35436 -2.08174 -3.36982 -0.63
C 2.18182 -2.18605 -1.62496 -0.09
C 3.46728 -2.55780 -1.22583 0.02
C 3.94936 -2.28101 0.17373 -0.64
C 4.29398 -3.20330 -2.13545 -0.22
C 1.28246 -1.47652 -0.65282 0.76
O 0.23799 -2.13443 -0.25497 -0.76
O 1.53030 -0.32844 -0.27064 -0.71
H 4.26576 -4.47468 -5.30219 0.21
H 5.29396 -5.01251 -3.97636 0.22
H 5.59410 -3.46094 -4.74699 0.22
H 2.26129 -3.28580 -4.81841 0.20
H 0.28798 -2.10086 -4.45781 0.21
H 0.07206 -1.08194 -3.03132 0.21
H -0.38503 -2.77382 -2.96615 0.22
H 3.32264 -2.78295 0.91324 0.23
H 3.90892 -1.21461 0.39566 0.24
H 4.97296 -2.63170 0.30042 0.21
H 5.28780 -3.49898 -1.81501 0.20